No. 1
Density functional theory data (wB97M-V/def2-TZVPD) for one molecule with the formula C21H18FN5O2.

Atoms and positions in Å:
O (4.0300, 0.2350, -2.3448)
C (3.8742, 0.7116, -1.2409)
N (4.2971, 0.1650, -0.0936)
H (4.0464, 0.6178, 0.7800)
C (4.8027, -1.1857, -0.0178)
H (5.8081, -1.1752, 0.4161)
H (4.8712, -1.5596, -1.0410)
C (3.8890, -2.0643, 0.8435)
C (2.4325, -2.0151, 0.4553)
C (2.0221, -1.9862, -0.8724)
C (0.6755, -1.9736, -1.1932)
C (-0.2833, -2.0100, -0.1957)
C (0.1143, -2.0407, 1.1299)
C (1.4604, -2.0311, 1.4494)
H (1.7610, -2.0452, 2.4875)
H (-0.6248, -2.0661, 1.9177)
H (-1.3333, -2.0155, -0.4507)
H (0.3742, -1.9420, -2.2297)
H (2.7501, -1.9714, -1.6687)
H (4.2428, -3.0970, 0.7727)
H (3.9822, -1.7549, 1.8874)
C (3.1122, 2.0336, -1.0275)
N (1.7830, 1.7264, -0.5319)
C (0.7726, 1.5103, -1.4043)
N (-0.4389, 1.1873, -1.1079)
C (-0.6757, 1.0590, 0.2180)
N (-1.8277, 0.7200, 0.8422)
N (-1.6499, 0.7021, 2.1775)
C (-0.4051, 1.0174, 2.4241)
C (0.2871, 1.2628, 1.2193)
C (1.6349, 1.5697, 0.8644)
O (2.5997, 1.6839, 1.5999)
H (-0.0368, 1.0666, 3.4285)
C (-3.0686, 0.3767, 0.2957)
C (-4.1151, 0.0668, 1.1611)
C (-5.3494, -0.2852, 0.6525)
C (-5.5204, -0.3231, -0.7206)
C (-4.4905, -0.0196, -1.5936)
C (-3.2555, 0.3326, -1.0828)
H (-2.4361, 0.5719, -1.7401)
H (-4.6605, -0.0615, -2.6574)
F (-6.7240, -0.6661, -1.2216)
H (-6.1737, -0.5289, 1.3033)
H (-3.9414, 0.1067, 2.2239)
H (1.0150, 1.6201, -2.4521)
H (3.0362, 2.5625, -1.9778)
H (3.6200, 2.6525, -0.2841)

Forces on the atoms, in the same order (eV/Å):
O -0.1 -0.2 -0.5
C -0.1 0.7 0.2
N 0.2 -0.2 0.5
H -0.1 0.1 -0.2
C 0.0 -0.2 0.0
H -0.1 -0.1 -0.1
H 0.1 0.0 0.1
C 0.1 0.0 -0.2
C 0.0 0.0 0.2
C 0.0 0.0 0.0
C 0.0 -0.1 -0.1
C -0.1 -0.1 0.0
C -0.1 -0.1 0.0
C 0.0 0.0 0.0
H 0.1 0.0 0.1
H -0.1 0.0 0.1
H -0.1 0.0 0.0
H 0.0 0.0 -0.1
H 0.1 0.0 -0.1
H 0.1 0.0 0.1
H 0.0 -0.1 0.0
C 0.5 -0.2 -0.2
N -0.1 0.1 0.4
C -0.3 -0.1 -0.2
N -0.3 0.0 -0.3
C 1.0 0.3 0.6
N 0.9 0.3 -0.2
N -0.2 -0.1 0.8
C 0.1 0.1 -0.4
C -0.6 0.0 -0.4
C -0.3 -0.1 -0.1
O 0.1 0.1 0.3
H 0.0 0.0 0.2
C -0.8 -0.2 -0.2
C 0.2 0.1 -0.1
C -0.1 0.0 -0.3
C 0.2 0.0 0.0
C -0.3 -0.1 0.2
C 0.1 0.0 0.1
H -0.1 0.0 -0.1
H 0.0 0.0 -0.1
F 0.0 0.0 0.0
H -0.1 0.0 0.1
H 0.0 0.0 0.1
H 0.2 0.1 -0.1
H 0.0 -0.1 0.1
H -0.1 0.0 -0.1

Results
largest force on an atom	1.22	eV/Å
structure (SMILES)	O=C(Cn1cnc2c(cnn2-c2ccc(F)cc2)c1=O)NCCc1ccccc1
electronic energy	-1335.237494	a.u.

---

No. 2
Density functional theory data (wB97M-V/def2-TZVPD) for one molecule with the formula C21H18N2O5S.

Atoms and positions in Å:
C (-3.4106, -3.1574, -0.3570)
H (-2.7093, -3.2125, 0.4822)
O (-4.3209, -2.0962, -0.1992)
C (-3.8257, -0.8263, -0.1501)
C (-2.4843, -0.4923, -0.2374)
C (-2.0608, 0.8360, -0.1810)
C (-3.0130, 1.8586, -0.0321)
C (-4.3575, 1.5129, 0.0562)
C (-4.7615, 0.1946, -0.0001)
H (-5.8061, -0.0629, 0.0691)
H (-5.1114, 2.2748, 0.1709)
O (-2.5617, 3.1486, 0.0112)
C (-3.5039, 4.1912, 0.0890)
H (-2.9224, 5.1122, 0.0704)
H (-4.0786, 4.1483, 1.0198)
H (-4.1888, 4.1813, -0.7646)
C (-0.6287, 1.0822, -0.2909)
C (0.0463, 2.2540, -0.0960)
S (1.7409, 2.0462, -0.3205)
C (1.4172, 0.3488, -0.6809)
N (0.1775, 0.0303, -0.6294)
N (2.4377, -0.4991, -1.0190)
C (2.3407, -1.8817, -0.9622)
O (3.1048, -2.5883, -1.5817)
C (1.3274, -2.4236, -0.0440)
C (0.9587, -2.0440, 1.2237)
C (0.0940, -3.0506, 1.6976)
C (0.0058, -3.9687, 0.6913)
O (0.7546, -3.6040, -0.3511)
H (-0.5406, -4.8878, 0.6069)
H (-0.3909, -3.0864, 2.6515)
H (1.2731, -1.1656, 1.7485)
C (3.6724, 0.0708, -1.5400)
C (4.4813, 0.6870, -0.4448)
C (5.1426, 1.8774, -0.3645)
C (5.7474, 1.9060, 0.9158)
C (5.4036, 0.7359, 1.5157)
O (4.6402, -0.0096, 0.7000)
H (5.6268, 0.3305, 2.4823)
H (6.3481, 2.6909, 1.3264)
H (5.1906, 2.6354, -1.1185)
H (4.2148, -0.7636, -1.9993)
H (3.4550, 0.8253, -2.3002)
H (-0.3415, 3.2133, 0.1668)
H (-1.7191, -1.2407, -0.3555)
H (-2.8477, -3.0697, -1.2916)
H (-4.0166, -4.0619, -0.3837)

Forces on the atoms, in the same order (eV/Å):
C 0.1 -0.1 0.0
H 0.0 0.0 -0.1
O -0.2 0.2 0.0
C -0.1 0.3 0.0
C -0.2 -0.1 0.0
C -0.5 0.2 0.1
C 0.1 -0.3 0.0
C 0.0 0.2 0.0
C 0.2 -0.3 0.0
H -0.1 0.0 0.0
H 0.0 0.1 0.0
O 0.1 -0.3 0.0
C -0.1 0.1 0.0
H -0.1 0.0 0.0
H 0.0 0.0 0.0
H 0.0 0.0 0.0
C 0.5 0.9 0.2
C 0.1 -0.2 -0.1
S -0.4 -0.5 0.0
C -0.3 1.3 0.2
N 0.0 -0.4 -0.5
N 0.5 -0.3 -0.2
C 0.0 -0.3 -0.2
O -0.1 -0.1 0.0
C 0.0 0.2 1.2
C 0.4 -0.2 -0.8
C -0.1 -0.4 -0.3
C -0.3 0.2 0.8
O 0.2 -0.1 -0.6
H 0.0 -0.1 -0.1
H -0.1 -0.1 0.2
H 0.1 0.2 0.0
C 0.3 -0.3 0.2
C 0.2 0.8 -0.5
C -0.3 -0.6 -0.2
C 0.0 -0.4 0.4
C 0.5 0.7 0.2
O -0.3 -0.4 -0.2
H 0.0 -0.1 0.1
H 0.1 0.1 0.2
H -0.1 0.2 -0.2
H -0.1 0.2 0.0
H 0.0 -0.1 0.1
H -0.1 0.2 0.0
H 0.0 -0.1 0.0
H 0.0 0.0 0.0
H 0.1 0.0 0.0

Results
largest force on an atom	1.33	eV/Å
structure (SMILES)	COc1ccc(OC)c(-c2csc(N(Cc3ccco3)C(=O)c3ccco3)n2)c1
electronic energy	-1694.885748	a.u.

---

No. 3
Density functional theory data (wB97M-V/def2-TZVPD) for one molecule with the formula C21H18N4O3.

Atoms and positions in Å:
C (1.9807, 2.7262, -1.5795)
H (0.9545, 2.7998, -1.9369)
O (2.1466, 1.3851, -1.1798)
C (3.3457, 0.9909, -0.6801)
C (4.4405, 1.8361, -0.5332)
C (5.6336, 1.3651, -0.0135)
C (5.7587, 0.0416, 0.3707)
C (4.6814, -0.8095, 0.2299)
C (3.4692, -0.3590, -0.2919)
C (2.3710, -1.2955, -0.4201)
C (1.0853, -1.1875, -0.8951)
C (0.5514, -2.4872, -0.7255)
N (1.4426, -3.2867, -0.1982)
O (2.5624, -2.5629, -0.0016)
C (-0.8146, -2.9216, -1.1176)
O (-1.0537, -3.7112, -2.0003)
N (-1.8134, -2.2726, -0.4499)
C (-1.6691, -1.4261, 0.6407)
C (-0.8374, -1.5026, 1.7356)
C (-1.1925, -0.3990, 2.5373)
N (-2.1717, 0.2819, 1.9790)
N (-2.4589, -0.3258, 0.8173)
C (-3.4772, 0.1792, -0.0015)
C (-4.5426, 0.8417, 0.6025)
C (-5.5615, 1.3586, -0.1733)
C (-5.5289, 1.2193, -1.5518)
C (-4.4597, 0.5777, -2.1529)
C (-3.4282, 0.0626, -1.3874)
H (-2.5847, -0.4042, -1.8719)
H (-4.4199, 0.4818, -3.2276)
H (-6.3295, 1.6173, -2.1564)
H (-6.3872, 1.8686, 0.2996)
H (-4.5441, 0.9433, 1.6759)
C (-0.6034, -0.0024, 3.8418)
H (-0.7496, -0.7925, 4.5768)
H (-1.0802, 0.9075, 4.1940)
H (0.4669, 0.1675, 3.7359)
H (-0.1003, -2.2498, 1.9426)
H (-2.7567, -2.4794, -0.7590)
H (0.6013, -0.3290, -1.3042)
H (4.7601, -1.8450, 0.5218)
H (6.6892, -0.3240, 0.7757)
H (6.4679, 2.0427, 0.0891)
H (4.3718, 2.8720, -0.8242)
H (2.6648, 2.9913, -2.3914)
H (2.1192, 3.4158, -0.7415)

Forces on the atoms, in the same order (eV/Å):
C 0.0 0.3 -0.1
H 0.1 0.0 0.0
O 0.2 -0.3 0.1
C 0.1 -0.2 0.1
C -0.2 0.2 -0.1
C 0.0 -0.1 0.0
C 0.1 0.1 0.0
C -0.2 0.1 -0.1
C 0.3 0.1 0.0
C -1.3 0.2 -0.5
C 0.7 -0.2 0.2
C 1.1 0.2 0.0
N -1.1 -0.9 -0.1
O 0.5 0.6 0.0
C -0.1 -0.2 -0.1
O 0.1 -0.1 0.0
N -0.5 0.0 0.0
C 0.2 0.1 0.7
C -0.3 0.0 -0.2
C -0.1 -0.2 -0.4
N -0.1 0.6 0.6
N 0.7 -0.6 -0.1
C -0.6 0.3 -0.3
C 0.1 -0.1 0.1
C 0.0 0.0 0.0
C 0.0 0.0 -0.1
C -0.1 0.0 0.0
C 0.1 0.0 0.1
H 0.0 0.0 0.0
H 0.0 0.0 -0.1
H -0.1 0.0 -0.1
H -0.1 0.0 0.1
H 0.0 0.0 0.1
C 0.0 0.0 0.0
H 0.0 0.0 0.1
H 0.0 0.1 0.1
H 0.1 0.0 0.1
H 0.2 -0.2 0.0
H 0.2 -0.1 0.0
H 0.0 0.2 0.0
H 0.0 -0.1 0.0
H 0.1 0.0 0.0
H 0.1 0.1 0.0
H 0.0 0.1 0.0
H 0.0 0.0 0.1
H 0.0 0.0 0.0

Results
largest force on an atom	1.42	eV/Å
structure (SMILES)	COc1ccccc1-c1cc(C(=O)Nc2cc(C)nn2-c2ccccc2)no1
electronic energy	-1255.744447	a.u.

---

No. 4
Density functional theory data (wB97M-V/def2-TZVPD) for C21H19AsBrF2MnNO2 as an isolated structure.

Atoms and positions in Å:
Mn (-0.1981, 0.4639, -0.2991)
F (4.3803, -0.8904, 1.9985)
C (3.5711, 0.0634, 1.5844)
C (2.4203, -0.2945, 0.8898)
C (1.5901, 0.7181, 0.4534)
C (1.8665, 2.0755, 0.7061)
C (3.0300, 2.3720, 1.4067)
F (3.3221, 3.6369, 1.6738)
C (3.8951, 1.3833, 1.8413)
C (0.8475, 3.0175, 0.2317)
C (0.7333, 4.3661, 0.5268)
C (-0.3753, 5.0679, 0.0725)
C (-1.3451, 4.4172, -0.6856)
C (-1.1700, 3.0832, -0.9668)
N (-0.1033, 2.3922, -0.5142)
H (2.1874, -1.3425, 0.7305)
H (4.7978, 1.6404, 2.3802)
H (1.4916, 4.8562, 1.1168)
H (-0.4882, 6.1172, 0.3101)
H (-2.2138, 4.9430, -1.0543)
H (-1.8784, 2.5447, -1.5880)
C (-0.1135, -0.0217, -3.8312)
As (0.8293, -0.5647, -2.2128)
C (2.6790, -0.1700, -2.6457)
C (0.7857, -2.5034, -2.2534)
H (0.3040, -0.5773, -4.6698)
H (0.0352, 1.0444, -3.9966)
H (-1.1781, -0.2372, -3.7591)
H (2.9684, -0.8134, -3.4751)
H (3.3203, -0.3737, -1.7922)
H (2.7880, 0.8728, -2.9386)
H (1.3543, -2.8153, -3.1289)
H (-0.2374, -2.8663, -2.3282)
H (1.2308, -2.9118, -1.3496)
Br (-1.4393, -5.3679, 1.3260)
C (-2.5209, -3.9013, 1.8467)
C (-3.6999, -4.2174, 2.5030)
C (-4.5743, -3.2177, 2.8946)
C (-4.2880, -1.8877, 2.6306)
C (-3.1231, -1.5628, 1.9690)
C (-2.2143, -2.5489, 1.5662)
C (-0.9900, -2.1009, 0.8699)
O (0.0354, -2.7072, 0.6985)
O (-1.0356, -0.8135, 0.4140)
H (-3.9305, -5.2529, 2.7088)
H (-5.4879, -3.4834, 3.4090)
H (-4.9686, -1.1091, 2.9454)
H (-2.8900, -0.5229, 1.7849)

Forces on the atoms, in the same order (eV/Å):
Mn 0.9 1.0 0.2
F 0.0 -0.1 0.0
C 0.0 0.3 -0.1
C -0.4 -0.4 -0.2
C 0.5 0.0 0.5
C -0.4 -0.1 -0.3
C -0.1 -0.2 0.0
F 0.0 0.1 0.0
C 0.1 0.0 0.1
C 0.1 0.0 0.1
C 0.0 0.1 -0.1
C 0.0 -0.2 -0.1
C 0.0 0.1 0.0
C 0.0 0.1 -0.1
N -0.3 0.6 -0.1
H 0.0 0.0 0.1
H 0.0 0.0 0.0
H 0.0 0.0 0.0
H 0.0 0.0 0.0
H 0.0 0.0 0.0
H 0.0 0.0 0.1
C -0.2 0.3 0.3
As 0.7 -0.9 -1.6
C 0.0 0.4 0.4
C -0.2 0.0 0.4
H 0.1 -0.1 0.1
H 0.0 0.0 0.0
H 0.0 0.0 0.0
H -0.2 -0.1 0.0
H 0.0 0.0 0.0
H 0.0 0.0 0.0
H 0.0 0.2 -0.1
H 0.0 0.1 0.0
H 0.0 0.0 0.0
Br -0.1 0.3 0.0
C 0.3 0.1 -0.2
C 0.1 0.0 0.0
C -0.1 0.0 0.0
C 0.0 0.1 0.0
C 0.0 0.0 0.1
C -0.1 0.0 -0.2
C 0.6 -1.4 0.6
O -0.3 0.1 0.0
O -1.0 -0.2 0.1
H 0.0 0.0 0.0
H 0.0 0.0 0.0
H 0.0 0.0 0.0
H -0.1 0.0 0.0

Results
largest force on an atom	1.94	eV/Å
multiplicity	4
<S²>	4.036
net charge	+2
electronic energy	-7176.780868	a.u.